{"formula": "C3H4N2O", "method": "ωB97M-V/def2-TZVPD", "lumo_energy_ev": 0.53, "orbital_gap_ev": 10.07, "homo_ev": -9.5, "smiles": "C#[N+][O-].C#CN", "energy_ha": -301.27859, "symbols": ["C", "N", "H", "N", "O", "C", "H", "H", "C", "H"], "positions_angstrom": [[0.23028, -2.14307, -0.12107], [1.51045, 0.08377, -0.14452], [-0.00142, 1.39199, 0.02312], [-2.20403, 1.56424, 0.33169], [-3.39756, 1.58902, 0.52081], [0.79074, -1.08212, -0.22354], [-0.06720, -3.16770, -0.12846], [2.17418, -0.05468, 0.60626], [-1.06710, 1.48741, 0.11790], [2.03167, 0.33113, -0.98220]]}

{"formula": "C3H4N2O", "method": "ωB97M-V/def2-TZVPD", "lumo_energy_ev": 0.56, "orbital_gap_ev": 9.72, "homo_ev": -9.2, "smiles": "N[C@]1(C=O)C=N1", "energy_ha": -301.38186, "symbols": ["C", "C", "H", "N", "O", "N", "C", "H", "H", "H"], "positions_angstrom": [[0.99926, -0.69295, -0.92723], [0.00800, -0.01290, -0.14423], [1.28029, -1.08812, -1.89871], [1.26003, -0.95749, 0.27148], [-0.40529, 1.59790, 1.51779], [-1.33499, -0.38658, -0.11554], [0.30896, 1.22928, 0.61467], [1.27028, 1.71862, 0.37677], [-1.82052, -0.08581, 0.71973], [-1.56603, -1.32195, -0.41473]]}

{"formula": "C3H4N2O", "method": "ωB97M-V/def2-TZVPD", "lumo_energy_ev": 0.69, "orbital_gap_ev": 11.15, "homo_ev": -10.5, "smiles": "Cc1cnon1", "energy_ha": -301.37169, "symbols": ["H", "N", "H", "C", "O", "C", "N", "H", "C", "H"], "positions_angstrom": [[-1.73384, -0.20882, -1.00279], [0.78668, -1.15710, 0.66425], [-1.82377, 0.70611, 0.50775], [-1.41212, -0.19697, 0.04468], [2.07223, -0.88986, 0.56001], [1.01636, 0.80538, -0.38208], [2.24969, 0.49231, -0.17695], [-1.88442, -1.05740, 0.53519], [0.09288, -0.20376, 0.12990], [0.63631, 1.71011, -0.87995]]}

{"formula": "C3H4N2O", "method": "ωB97M-V/def2-TZVPD", "lumo_energy_ev": [0.50, 0.50], "orbital_gap_ev": [8.20, 8.20], "homo_ev": [-7.7, -7.7], "energy_ha": -301.33894, "symbols": ["C", "O", "N", "N", "C", "H", "H", "H", "H", "C"], "positions_angstrom": [[-0.71659, -0.22592, -0.71442], [0.71045, 0.59905, 1.24001], [0.65736, -0.75544, -0.55221], [-1.67126, -0.42482, -1.45709], [1.24625, -0.29637, 0.54329], [-0.81914, 1.85296, -0.05620], [-1.69814, 0.64562, 1.02775], [1.03966, -1.49479, -1.12340], [2.21420, -0.71901, 0.84424], [-0.96279, 0.81872, 0.24805]]}

{"formula": "C3H4N2O", "method": "ωB97M-V/def2-TZVPD", "lumo_energy_ev": 0.74, "orbital_gap_ev": 11.65, "homo_ev": -10.9, "smiles": "[H]/N=C/OCC#N", "energy_ha": -301.42533, "symbols": ["H", "C", "H", "H", "H", "N", "C", "N", "O", "C"], "positions_angstrom": [[-0.45961, 1.00223, -0.16224], [-2.17601, 0.03966, 0.11941], [1.93332, -1.33286, 0.66507], [2.56162, 0.86684, 0.25649], [-0.74741, -0.06611, -1.53344], [1.59151, 0.66167, 0.05475], [-0.82257, 0.01212, -0.44453], [-3.17758, 0.33960, 0.61316], [0.01646, -0.98826, 0.12845], [1.28027, -0.53487, 0.30288]]}

{"formula": "C3H4N2O", "method": "ωB97M-V/def2-TZVPD", "lumo_energy_ev": 0.91, "orbital_gap_ev": 10.67, "homo_ev": -9.8, "smiles": "O=C1CN=CN1", "energy_ha": -301.40734, "symbols": ["H", "H", "H", "N", "N", "C", "C", "H", "O", "C"], "positions_angstrom": [[0.47751, 1.85249, 0.55224], [0.92878, -1.78712, 0.22498], [-0.80134, -0.61912, -2.25561], [0.29376, -1.04407, -0.39055], [-0.81360, 0.89725, -0.83466], [-0.49405, -0.26185, -1.27749], [-0.22361, 1.01364, 0.50193], [-0.99509, 1.17581, 1.26104], [1.15993, -0.89509, 1.55861], [0.47963, -0.30332, 0.70609]]}

{"formula": "C3H4N2O", "method": "ωB97M-V/def2-TZVPD", "lumo_energy_ev": 0.64, "orbital_gap_ev": 10.86, "homo_ev": -10.2, "energy_ha": -301.41620, "symbols": ["N", "C", "H", "O", "C", "H", "N", "C", "H", "H"], "positions_angstrom": [[1.09138, 0.64241, -0.58495], [0.67508, 1.32167, 0.40173], [0.32344, -0.07242, -2.39278], [-0.84934, -2.02071, 2.21452], [-0.24890, -1.05847, 2.16060], [-0.38707, 1.41533, 0.65443], [-0.79382, -0.73366, -0.74398], [0.13642, -0.08290, -1.31404], [-1.34754, -1.24192, -1.43282], [1.40034, 1.83068, 1.03728]]}

{"formula": "C3H4N2O", "method": "ωB97M-V/def2-TZVPD", "lumo_energy_ev": 0.91, "orbital_gap_ev": 10.95, "homo_ev": -10.0, "smiles": "Nc1ccon1", "energy_ha": -301.41111, "symbols": ["H", "N", "H", "H", "H", "C", "C", "C", "N", "O"], "positions_angstrom": [[0.51418, -0.99989, -1.44364], [1.53670, 0.32045, 1.06925], [-2.26788, -0.43954, -1.52066], [1.90143, -0.58104, 1.36024], [2.21872, 0.76654, 0.46699], [0.26905, 0.21460, 0.44482], [-0.12833, -0.44577, -0.77080], [-1.45815, -0.18866, -0.84231], [-0.75193, 0.80114, 1.01847], [-1.83378, 0.55217, 0.21764]]}

{"formula": "C3H4N2O", "method": "ωB97M-V/def2-TZVPD", "lumo_energy_ev": 0.78, "orbital_gap_ev": 10.60, "homo_ev": -9.8, "smiles": "[H]/N=C/OCC#N", "energy_ha": -301.41074, "symbols": ["N", "H", "H", "N", "C", "C", "H", "C", "H", "O"], "positions_angstrom": [[1.10239, -0.36822, -2.08724], [0.64870, -1.56843, 0.76981], [-1.93376, 0.37868, -1.13530], [-1.23410, 0.06585, -0.48478], [-0.96957, 0.75702, 0.53153], [0.93997, -0.54631, 0.49757], [-1.51890, 1.62674, 0.90168], [0.82885, -0.39414, -0.96198], [1.99344, -0.38410, 0.73961], [0.14299, 0.43290, 1.22909]]}

{"formula": "C3H4N2O2", "method": "ωB97M-V/def2-TZVPD", "lumo_energy_ev": 0.79, "orbital_gap_ev": 10.08, "homo_ev": -9.3, "smiles": "Nn1occc1=O", "energy_ha": -376.53672, "symbols": ["H", "C", "N", "H", "O", "C", "H", "C", "N", "H", "O"], "positions_angstrom": [[0.83414, 1.77915, -1.11152], [-0.63590, -0.78080, 1.39898], [-0.30351, 1.67769, -0.84321], [-1.10000, 1.82571, -1.50667], [-1.16345, 0.19057, 0.84518], [0.61958, -1.14077, 0.95339], [-0.77975, -1.23036, 2.52508], [0.59342, -0.50406, -0.43046], [-0.46116, 0.39056, -0.47097], [1.12265, -2.07729, 1.25621], [1.39009, -0.21822, -1.28209]]}

{"formula": "C3H4N2O2", "method": "ωB97M-V/def2-TZVPD", "lumo_energy_ev": [-0.22, -0.22], "orbital_gap_ev": [7.82, 7.82], "homo_ev": [-8.0, -8.0], "smiles": "Nc1coc(=O)[nH]1", "energy_ha": -376.60263, "symbols": ["H", "C", "N", "H", "H", "C", "C", "N", "O", "H", "O"], "positions_angstrom": [[0.06687, 1.67830, 1.29842], [-0.25426, 1.41798, 0.27444], [-1.67344, -0.41693, -0.42329], [-2.28451, 0.28654, -0.82007], [0.65358, -1.17808, 1.27381], [-0.59204, 0.02988, 0.15852], [1.54876, -0.12687, -0.24379], [0.48246, -0.91416, 0.30219], [2.66320, -0.50668, -0.47041], [-1.65234, -1.34559, -0.82162], [1.04172, 1.07562, -0.52819]]}

{"formula": "C3H4N2O2", "method": "ωB97M-V/def2-TZVPD", "lumo_energy_ev": -0.69, "orbital_gap_ev": 9.78, "homo_ev": -10.5, "smiles": "C=C/C=N/[N+](=O)[O-]", "energy_ha": -376.52762, "symbols": ["H", "H", "C", "O", "N", "H", "C", "C", "N", "H", "O"], "positions_angstrom": [[1.92734, -1.10901, -0.78746], [0.15301, 0.86516, -1.56028], [1.19833, -0.63896, -0.07918], [-2.98088, 0.50994, -0.21533], [-0.84104, 0.40396, 0.07681], [0.76159, -0.85325, 1.96341], [0.19351, 0.26485, -0.64899], [1.37637, -1.06309, 1.16157], [-1.98084, 1.13648, -0.39965], [2.09836, -1.79675, 1.31569], [-1.90575, 2.28068, -0.82658]]}

{"formula": "C3H4N2O2", "method": "ωB97M-V/def2-TZVPD", "lumo_energy_ev": -0.87, "orbital_gap_ev": 9.04, "homo_ev": -9.9, "smiles": "O=C/C=N\\NC=O", "energy_ha": -376.65321, "symbols": ["C", "O", "H", "H", "H", "N", "O", "H", "N", "C", "C"], "positions_angstrom": [[1.24673, 0.81723, 0.04875], [1.23298, -1.59013, -0.10729], [2.94432, -0.67705, 0.22594], [-2.46969, 1.19025, -0.24684], [1.81564, 1.72472, 0.17269], [-0.05910, 0.96323, -0.09073], [-3.01489, -0.85890, 0.09249], [-0.45980, -1.03633, -0.07462], [-0.86172, -0.07081, -0.01448], [-2.23991, 0.08317, -0.05600], [1.86544, -0.54537, 0.05009]]}

{"formula": "C3H4N2O2", "method": "ωB97M-V/def2-TZVPD", "lumo_energy_ev": 0.45, "orbital_gap_ev": 10.75, "homo_ev": -10.3, "smiles": "COC(=O)N=C=N", "energy_ha": -376.65032, "symbols": ["H", "O", "H", "C", "H", "N", "C", "H", "C", "O", "N"], "positions_angstrom": [[2.62457, 0.73056, 2.12179], [-1.87227, -1.33449, 0.43017], [0.02336, 1.07666, -2.00650], [1.07786, -0.09175, 1.24658], [-1.19037, -0.22488, -2.18787], [2.10641, 0.53773, 1.28290], [-0.69591, 0.44624, -1.47837], [-1.45376, 1.04792, -0.96103], [-0.73277, -1.02864, 0.51864], [0.02812, -0.34623, -0.54043], [0.08477, -0.81313, 1.57412]]}

{"formula": "C3H4N2O2", "method": "ωB97M-V/def2-TZVPD", "lumo_energy_ev": -0.15, "orbital_gap_ev": 8.21, "homo_ev": -8.4, "energy_ha": -376.50778, "symbols": ["H", "O", "C", "H", "H", "N", "O", "C", "C", "H", "N"], "positions_angstrom": [[0.01145, -1.50295, 2.59262], [-0.09666, 1.95674, -1.17985], [-0.76453, -1.16934, -0.11026], [1.87289, -2.35970, 1.39935], [0.37163, 2.57469, -0.26480], [-1.14473, -0.05603, -0.94371], [0.64544, 0.62852, 0.37684], [0.36794, -0.70893, 0.53846], [-0.29595, 0.81837, -0.59684], [-1.45090, -1.95535, -0.12097], [0.99615, -1.52674, 1.49081]]}

{"formula": "C3H4N2O2", "method": "ωB97M-V/def2-TZVPD", "lumo_energy_ev": 0.45, "orbital_gap_ev": 10.16, "homo_ev": -9.7, "smiles": "Cn1oncc1=O", "energy_ha": -376.58517, "symbols": ["C", "O", "H", "H", "H", "C", "H", "O", "C", "N", "N"], "positions_angstrom": [[-1.55115, -0.59225, -0.04702], [0.84001, -1.35520, 0.13338], [2.49548, 1.37708, 0.10745], [-1.97980, 0.31353, -0.40718], [-1.88656, -0.84757, 1.03744], [1.80653, 0.58337, -0.05880], [-1.92391, -1.35160, -0.72705], [-0.11603, 1.99650, 0.09384], [0.42910, 0.89480, -0.07334], [1.99185, -0.67276, -0.05785], [-0.10552, -0.34590, -0.00087]]}

{"formula": "C3H4N2O2", "method": "ωB97M-V/def2-TZVPD", "lumo_energy_ev": 0.68, "orbital_gap_ev": 9.10, "homo_ev": -8.4, "smiles": "Nc1coc(=O)[nH]1", "energy_ha": -376.70958, "symbols": ["C", "C", "O", "N", "O", "H", "H", "C", "N", "H", "H"], "positions_angstrom": [[0.04155, 1.10210, 0.59711], [1.72487, -0.11103, -0.19826], [1.42892, 1.02636, 0.48231], [0.54169, -0.86660, -0.26851], [2.79143, -0.34478, -0.69304], [-2.47281, 0.31191, 0.10487], [0.57581, -1.84899, -0.02929], [-0.50543, -0.03952, 0.16407], [-1.82255, -0.45691, -0.01591], [-0.35494, 2.08305, 0.79804], [-1.94854, -0.85560, -0.94140]]}

{"formula": "C3H4N2O2", "method": "ωB97M-V/def2-TZVPD", "lumo_energy_ev": -1.52, "orbital_gap_ev": 8.39, "homo_ev": -9.9, "energy_ha": -376.52430, "symbols": ["N", "N", "H", "H", "O", "C", "O", "C", "C", "H", "H"], "positions_angstrom": [[-1.98176, -0.56633, -0.22320], [0.67426, -0.72539, 0.07297], [-1.61883, -1.31659, -0.79132], [0.79763, -0.98469, 1.05044], [2.02243, 1.10328, -0.64132], [1.88680, -0.05260, -0.33461], [2.55119, -1.12343, -0.25653], [-1.02109, 0.28541, 0.17898], [-0.51192, 1.26599, 0.71747], [-0.02627, 2.20314, 0.86046], [-2.77243, -0.08877, -0.63334]]}

{"formula": "C3H4N2O2", "method": "ωB97M-V/def2-TZVPD", "lumo_energy_ev": 0.24, "orbital_gap_ev": 9.55, "homo_ev": -9.3, "smiles": "C1=NOCON=C1", "energy_ha": -376.45781, "symbols": ["H", "N", "H", "C", "N", "O", "H", "O", "C", "H", "C"], "positions_angstrom": [[1.91484, 1.34036, -1.04103], [-1.20781, 0.96144, 0.20174], [-0.35113, -2.06179, -0.80195], [-0.79016, -1.22287, -0.07857], [1.43536, -0.62522, -0.14884], [-1.46031, -0.02183, -0.48667], [-1.40181, -1.74604, 0.54161], [0.40779, -0.93085, 0.74853], [-0.00687, 1.31556, 0.33910], [0.18446, 2.29402, 1.13385], [1.27565, 0.69721, -0.40777]]}

{"formula": "C3H4N2O2", "method": "ωB97M-V/def2-TZVPD", "lumo_energy_ev": 0.56, "orbital_gap_ev": 9.43, "homo_ev": -8.9, "smiles": "Nc1coc(=O)[nH]1", "energy_ha": -376.68725, "symbols": ["N", "C", "C", "H", "H", "C", "O", "N", "H", "H", "O"], "positions_angstrom": [[-0.54990, 0.81810, -0.50562], [-1.45552, 0.74622, 0.53009], [0.62617, 0.09979, -0.13136], [0.51819, -1.51358, -1.20041], [1.05077, -0.87712, 1.74740], [0.43577, -0.22367, 1.15023], [-2.60670, 1.08209, 0.56914], [1.26298, -0.88477, -0.91072], [1.88324, -0.64925, -1.67090], [-0.63483, 1.57000, -1.17621], [-0.79586, 0.14603, 1.59528]]}

Q: Which maximum force values were calculated for the entries above? A: 1.265, 0.633, 2.838, 0.522, 1.135, 2.875, 1.428, 0.445, 1.598, 8.537, 1.027, 2.787, 2.641, 3.257, 6.486, 3.235, 0.643, 0.561, 9.050, 0.732, in eV/A.